[1]
50
Properties=species:S:1:pos:R:3:forces:R:3 method="wB97M-V/def2-TZVPD" e_homo_ev="-6.721 / -6.874" orbital_gap_ev="6.6047 / 6.6168" s_squared=15.7634 energy_ev=-63763.95302 spin_multiplicity=8
F -3.210615 3.412137 4.690018 0.153 -0.314 -0.410
H 4.035024 0.613163 -0.710312 0.270 0.333 0.038
F -0.962939 4.402518 3.476305 -0.110 0.745 0.417
C -1.123349 1.117517 2.090085 -0.878 -0.270 0.193
F -2.524929 -0.776738 2.540030 0.068 0.347 -0.073
C -2.696229 -2.877886 -1.425744 -0.012 -0.161 0.099
C -2.953836 1.354878 3.561967 -0.060 -1.403 -0.373
H 4.916136 -1.938044 0.529895 0.706 -0.421 0.517
Eu 0.384137 -0.395335 1.305187 0.217 -0.005 0.509
C -0.491315 1.315586 -1.195724 0.649 1.357 -1.132
C -1.965926 -0.733706 -0.615323 -0.150 -0.397 -0.041
H 3.349913 0.986103 0.898785 0.028 -0.262 -0.458
H 1.154430 3.367380 -3.280438 0.165 0.410 -0.485
F -4.018568 0.837185 4.182887 -0.301 0.319 0.336
H -2.935530 -3.431314 -2.342984 0.045 0.111 0.221
H 4.047624 -1.561022 2.084980 0.180 -0.108 -0.191
C 2.138586 2.193289 -1.819457 0.285 -0.801 0.744
H -0.121424 -2.193879 -2.161275 -0.164 0.102 0.019
H -2.007145 -3.503022 -0.820955 -0.054 0.010 -0.045
H -3.618996 -2.737015 -0.845471 0.238 -0.072 -0.203
C 3.136918 0.539761 -0.098370 0.141 0.351 -0.023
H 1.951287 -1.370730 -2.157015 0.212 0.058 0.219
H 3.141714 2.461149 -2.059562 0.550 0.613 -0.614
H 0.708494 -1.692152 2.879024 -0.500 -1.735 0.408
C 1.023002 2.658263 -2.494469 -0.272 0.377 -0.177
C -2.538566 2.648016 3.797100 0.387 1.142 0.332
H -2.787475 -0.928677 0.097806 0.287 0.099 -0.460
C 2.653045 -1.936567 -1.538397 0.709 -0.194 -0.031
H -2.362727 1.287515 -0.074390 0.244 0.077 -0.340
C -2.207056 0.554365 2.702922 0.323 2.034 0.505
C -1.384726 3.183647 3.198393 0.072 -1.055 -0.421
H -1.141292 2.560589 -2.742038 -0.300 0.659 -0.822
H -1.055167 -1.142062 -0.120991 -0.263 0.167 -0.121
C -0.274844 2.246460 -2.209422 0.031 -0.576 0.548
C 4.005236 -2.051102 1.108547 0.315 0.184 -0.836
C -0.661400 2.356794 2.338704 -1.079 0.999 1.028
C 0.650124 0.936832 -0.546014 0.496 -2.637 1.091
H 3.693999 -3.092946 1.222458 0.315 0.108 0.021
H -2.484321 0.964374 -1.810305 -0.317 -0.058 -0.128
N -2.128299 -1.595568 -1.760259 -0.806 0.377 -0.526
H 2.298944 -2.969922 -1.458010 0.220 0.133 -0.153
H 3.664394 -1.882752 -1.936071 0.005 -0.293 -0.613
F 0.528452 2.825831 1.824308 -0.544 -0.262 0.193
P 2.739729 -1.242833 0.117505 -1.784 0.358 0.534
H -0.653365 -0.693228 -2.974269 -0.160 -0.330 0.152
C 1.971666 1.259400 -0.792724 -0.946 0.819 -1.412
H -1.259097 -2.286393 -3.520275 0.039 0.179 0.127
C -0.987688 -1.688340 -2.641788 0.186 0.036 -0.032
C -1.886670 0.778242 -0.925183 0.449 -0.386 0.391
H 0.250640 -2.139759 2.430331 0.714 -0.766 1.478

[2]
56
Properties=species:S:1:pos:R:3:forces:R:3 method="wB97M-V/def2-TZVPD" e_homo_ev=-9.220 orbital_gap_ev=7.0990 energy_ev=-57574.51668 spin_multiplicity=1
C 1.013428 0.096063 -1.289374 -1.746 3.082 1.904
C 0.243727 -1.357687 -1.592972 0.780 -4.780 -3.551
H 5.535936 -0.319361 0.012320 -2.631 0.257 0.429
H -7.588496 -1.556265 -4.197110 -0.145 0.046 -0.018
C 4.400937 -0.202347 0.362435 0.058 0.109 -0.320
H 4.237130 0.898769 0.730736 0.145 -2.306 -0.693
H -1.661239 -2.826429 -0.833910 1.398 2.209 -0.476
F 0.472929 4.927047 -1.710067 1.554 -5.113 -1.222
F 0.118900 2.787014 -2.921113 3.185 2.926 3.515
H -7.583656 0.289712 -2.602526 0.070 -0.168 -0.131
H 1.613505 0.584735 -3.594451 2.434 -0.324 0.962
H 5.334498 1.107612 6.080935 -0.020 -0.219 0.018
F 0.017687 3.620096 0.441845 2.831 -3.143 -2.623
H 7.243292 -0.195794 3.348715 -0.358 0.112 -0.023
O 3.534859 -1.901992 -1.332876 -1.011 8.274 2.269
C -1.210582 -1.748112 -0.895799 -0.972 4.413 1.567
C 2.690102 0.416873 -3.106758 -0.960 0.582 -1.551
O 3.205333 1.075406 3.610941 2.224 -0.741 0.820
O -2.320654 1.905162 -0.287525 6.417 -6.035 -0.830
C -6.853965 -0.169789 -1.937954 -0.211 0.681 0.069
C 0.229213 1.255671 -0.702162 0.883 -4.238 -0.764
C 6.545919 -0.072488 4.184307 0.036 -0.157 0.199
C 3.405889 -0.613206 -0.917566 1.813 -6.832 -0.752
H -5.993547 -0.512857 -2.519365 -0.093 0.049 0.100
H 3.817811 1.960430 5.940519 -0.134 -0.322 -0.102
F 2.381937 3.626831 -2.325737 -5.058 -0.580 0.960
H 6.887466 0.804257 4.743324 -0.158 -0.092 -0.001
C -9.222755 -1.644897 -2.769907 0.096 0.022 -0.237
C -8.555460 -2.049918 -4.069275 0.235 -0.039 -0.080
C 4.315595 1.013787 5.709074 0.254 0.572 0.342
H -8.362594 -3.127458 -4.079777 -0.144 0.139 0.024
I -3.914728 -1.105493 0.650314 1.845 0.867 -1.174
C -1.987582 -0.621987 -0.311549 3.645 -2.386 -1.737
H 3.807497 0.199603 6.233472 0.063 0.119 -0.078
O 5.250158 0.159211 3.601841 -0.130 0.257 -0.481
C 6.544580 -1.337494 5.019435 -0.165 -0.129 0.129
O 0.734960 -2.283444 -2.453894 -2.678 6.309 5.421
C -7.396246 -1.317609 -1.138601 0.859 -0.496 1.256
H -10.175603 -2.176833 -2.675714 0.286 0.017 0.267
N 2.469217 0.349969 -1.611744 -1.156 -1.849 0.567
C -1.383729 0.924328 -0.414895 -4.750 4.163 0.622
H 6.226590 -2.193383 4.415502 0.134 0.146 0.011
F 2.209189 2.692782 0.278346 -4.240 0.200 -2.478
H -9.188605 -1.795795 -4.923725 0.042 -0.033 0.097
H 4.286418 -0.982765 1.257858 -0.124 1.830 -2.174
C 0.959055 3.508975 -1.893439 0.911 2.281 -0.712
H 3.125940 -0.555074 -3.591076 -0.695 1.873 1.198
O -8.424061 -2.037775 -1.638676 -0.003 -0.068 0.639
C 0.899879 2.742600 -0.412249 -0.759 0.438 1.264
C 4.226397 0.777281 4.230348 -1.782 0.358 -0.776
H 3.310073 1.393377 -3.322302 -1.033 -2.167 0.316
H 7.542821 -1.537616 5.418185 -0.090 0.023 -0.063
O -6.865992 -1.644730 -0.077029 -1.426 0.207 -1.823
H -6.534155 0.615448 -1.246136 0.170 -0.311 -0.084
H -9.461061 -0.577431 -2.730405 0.161 -0.090 0.018
H 5.845846 -1.267008 5.857205 0.139 0.057 -0.027